Arrangement w

11
Properties=species:S:1:pos:R:3:mulliken_charge:R:1 method="wB97M-V/def2-TZVPD" spin_multiplicity=1 e_lumo_ev=-0.5
C 0.691 0.151 0.398 -0.017
C -0.296 1.186 -0.220 -0.479
C -1.204 -0.177 -0.134 0.133
C -0.005 -1.074 -0.135 -0.567
H 0.973 -0.045 1.611 0.307
H -0.319 2.016 0.575 0.286
H 0.273 1.311 -1.188 0.267
H 0.356 -1.350 -1.103 0.308
H -0.057 -1.883 0.560 0.295
S -2.777 -0.077 -0.139 -0.312
Cl 2.364 -0.058 -0.225 -0.219


Arrangement x

11
Properties=species:S:1:pos:R:3:mulliken_charge:R:1 method="wB97M-V/def2-TZVPD" spin_multiplicity=1 smiles=C#C[C@H](Cl)CS e_lumo_ev=0.7
C 0.482 0.910 -0.583 -0.696
C -0.207 -0.335 -0.268 0.598
C -1.156 -0.935 -1.103 -0.649
C -2.215 -1.396 -1.544 -0.133
H 2.687 0.237 -0.474 0.122
H -0.153 1.675 -0.331 0.352
H 0.603 0.831 -1.761 0.298
H 0.627 -0.991 -0.067 0.090
H -3.114 -2.020 -1.767 0.363
S 2.022 1.188 0.187 -0.164
Cl -0.849 -0.482 1.318 -0.182


Of them, arrangement w has the highest stability.


Arrangement w

17
Properties=species:S:1:pos:R:3:mulliken_charge:R:1 method="wB97M-V/def2-TZVPD" spin_multiplicity=1 smiles="O=CC1=C(CO)CC=C1" e_lumo_ev=0.2
C -1.101 -1.375 -0.348 -0.646
C -0.243 -0.111 -0.352 0.411
C 1.043 -0.018 -0.052 0.359
C 2.029 -1.070 -0.159 -0.080
C 1.299 1.388 0.412 -0.599
C 0.136 2.105 0.243 -0.482
C -0.911 1.261 -0.363 -0.492
H -1.830 -1.871 1.532 0.287
H -0.489 -2.230 -0.488 0.423
H -1.763 -1.195 -1.212 0.237
H 1.556 -1.990 -0.743 0.135
H 2.283 1.565 0.874 0.421
H -0.023 3.217 0.420 0.335
H -1.484 1.721 -1.166 0.418
H -1.670 1.011 0.367 0.272
O -1.981 -1.324 0.788 -0.519
O 3.148 -1.083 0.248 -0.479


Arrangement x

17
Properties=species:S:1:pos:R:3:mulliken_charge:R:1 method="wB97M-V/def2-TZVPD" spin_multiplicity=1 e_lumo_ev=0.7
C 2.226 -0.068 -1.372 -0.037
C 0.996 -0.757 -1.006 -0.619
C 0.115 -0.280 -0.119 0.497
C -1.331 0.819 0.944 -0.306
C -2.199 -0.264 0.096 -0.663
C -1.009 -1.080 0.555 -0.256
C -1.013 -0.315 1.854 -0.648
H 3.175 -0.713 -1.683 0.253
H 0.863 -1.737 -1.506 0.288
H -1.602 1.815 1.227 0.470
H -2.144 -0.044 -0.913 0.361
H -3.113 -0.623 0.520 0.331
H -0.860 -2.199 0.598 0.437
H -1.763 -0.747 2.663 0.288
H 0.000 -0.436 2.069 0.407
O 2.475 1.039 -1.152 -0.415
O -0.133 1.006 0.068 -0.388


Arrangement y

17
Properties=species:S:1:pos:R:3:mulliken_charge:R:1 method="wB97M-V/def2-TZVPD" spin_multiplicity=1 e_lumo_ev="0.1 / 0.2"
C 2.344 -0.602 0.063 -0.211
C 2.176 0.810 0.247 -0.076
C 1.459 -1.531 -0.442 -0.475
C 1.121 1.546 0.321 -0.660
C -0.046 -1.351 -0.499 -0.007
C -0.931 -0.363 0.070 0.325
C -2.902 0.936 0.144 -0.662
O -0.825 -1.491 0.781 -0.415
O -2.083 0.008 -0.491 -0.276
H 3.364 -0.928 0.286 0.292
H 3.142 1.360 0.326 0.233
H 1.860 -2.556 -0.549 0.309
H 0.931 2.564 0.360 0.396
H -0.468 -1.982 -1.266 0.371
H -2.295 1.812 0.228 0.290
H -3.141 0.639 1.076 0.348
H -3.706 1.129 -0.655 0.218


Of them, arrangement w has the highest stability.


Arrangement w

17
Properties=species:S:1:pos:R:3:mulliken_charge:R:1 method="wB97M-V/def2-TZVPD" spin_multiplicity=1 e_lumo_ev=0.6
C -2.158 0.052 0.136 -0.753
C -0.603 0.201 -0.056 1.206
C -0.032 1.403 -0.002 -0.400
C 1.259 1.614 -0.117 -0.345
C 2.055 0.407 -0.160 -0.653
C 1.464 -0.796 -0.080 0.627
C 0.082 -0.905 0.059 -0.514
H -2.621 -1.868 0.304 0.344
H -2.857 0.953 -0.231 0.277
H -2.758 0.073 1.370 0.207
H -0.825 2.434 -0.198 0.058
H 1.775 2.732 -0.267 0.221
H 2.964 0.753 -0.325 0.438
H 3.233 -1.805 -0.074 0.311
H -0.487 -2.036 0.130 0.024
O -2.741 -1.155 -0.474 -0.504
O 2.248 -2.055 -0.016 -0.544


Arrangement x

17
Properties=species:S:1:pos:R:3:mulliken_charge:R:1 method="wB97M-V/def2-TZVPD" spin_multiplicity=1 e_lumo_ev="-1.0 / -1.0"
C -1.328 -1.578 0.109 -0.312
C 0.016 -1.331 0.262 -0.072
C -2.234 -0.525 -0.139 -0.195
C 0.639 -0.125 0.265 -0.188
C 1.709 0.558 0.487 0.404
C -1.882 0.712 0.274 -0.117
C 2.613 0.186 -0.703 -1.113
O 2.082 1.395 1.285 -0.679
O -2.536 1.867 -0.167 -0.512
H -1.674 -2.559 -0.013 0.427
H 0.710 -2.154 0.621 0.295
H -3.191 -0.547 -0.711 0.341
H -1.281 0.974 1.136 0.394
H 3.599 0.768 -0.582 0.322
H 2.182 0.529 -1.646 0.309
H 3.021 -0.847 -0.859 0.334
H -2.445 2.677 0.381 0.361


Of them, arrangement w has the highest stability.


Arrangement w

24
Properties=species:S:1:pos:R:3:mulliken_charge:R:1 method="wB97M-V/def2-TZVPD" spin_multiplicity=1 smiles=C[C@]1(n2ccc3ccccc32)CO1 e_lumo_ev=0.8
C 3.283 -0.576 0.627 -0.200
C 2.295 -1.467 1.001 -0.803
C 2.993 0.638 0.048 -0.750
C 0.925 -1.247 0.668 -0.384
C 0.944 2.128 -0.557 -0.876
C -0.379 1.848 -0.570 -0.093
C 1.652 0.987 -0.081 0.666
C 0.628 0.060 0.249 0.280
C -2.437 -0.929 1.045 -0.741
C -2.046 -0.075 -0.074 0.866
C -2.558 -0.305 -1.459 -1.339
N -0.648 0.590 -0.110 0.180
O -2.916 0.371 0.921 -0.496
H 4.326 -1.006 0.668 0.281
H 2.604 -2.480 1.206 0.325
H 3.732 1.421 -0.064 0.348
H 0.211 -1.974 0.955 0.434
H 1.411 3.079 -0.991 0.302
H -1.127 2.678 -0.713 0.307
H -3.127 -1.776 0.836 0.236
H -1.814 -1.099 1.846 0.423
H -2.621 0.677 -1.847 0.357
H -3.610 -0.763 -1.623 0.345
H -1.724 -0.780 -1.983 0.334


Arrangement x

24
Properties=species:S:1:pos:R:3:mulliken_charge:R:1 method="wB97M-V/def2-TZVPD" spin_multiplicity=1 smiles="C=C1C(=O)N(C)[C@H]1c1ccccc1" e_lumo_ev=0.6
C 3.443 0.024 -0.681 -0.595
C 2.416 -0.514 -1.461 -0.396
C 3.022 0.561 0.546 -0.212
C 1.062 -0.521 -1.059 -0.239
C 1.703 0.658 0.937 -0.816
C 0.717 0.124 0.092 0.654
C -1.693 1.267 0.343 0.432
C -2.585 0.296 -0.306 0.376
C -1.855 2.541 0.680 -0.942
C -0.719 0.034 0.704 -0.360
C -2.022 -2.187 -0.104 -0.939
N -1.702 -0.783 0.027 0.055
O -3.683 0.196 -0.814 -0.672
H 4.545 0.003 -0.712 0.314
H 2.683 -1.095 -2.339 0.329
H 3.943 0.870 1.059 0.277
H 0.261 -1.031 -1.773 0.173
H 1.309 1.169 1.766 0.430
H -1.153 2.956 1.407 0.252
H -2.653 3.188 0.324 0.300
H -0.599 -0.236 1.702 0.583
H -1.687 -2.718 -0.986 0.261
H -1.719 -2.811 0.754 0.321
H -3.036 -1.991 -0.108 0.415


Of them, arrangement w has the highest stability.


Arrangement w

10
Properties=species:S:1:pos:R:3:mulliken_charge:R:1 method="wB97M-V/def2-TZVPD" spin_multiplicity=1 e_lumo_ev=0.8
C 0.018 -0.622 1.193 -0.576
C 0.505 0.146 -0.013 0.074
H -2.058 -1.450 0.137 0.153
H -0.600 0.097 1.661 0.270
H 0.857 -0.771 1.911 0.325
H 1.555 0.563 0.004 0.297
H 0.082 1.922 -2.858 0.138
N -0.175 0.586 -0.907 -0.312
S -1.000 -2.089 0.753 -0.216
S 0.815 1.617 -1.881 -0.153


Arrangement x

10
Properties=species:S:1:pos:R:3:mulliken_charge:R:1 method="wB97M-V/def2-TZVPD" spin_multiplicity=1 e_lumo_ev="-1.1 / -1.1"
C 0.246 -0.766 0.069 -0.128
C -0.695 1.615 -0.006 -0.474
N 0.255 -2.062 -0.031 -0.203
S 2.570 0.589 -0.019 -0.266
S -1.306 -0.076 0.065 -0.105
H -1.133 2.149 0.826 0.310
H -0.897 2.053 -1.100 0.245
H 0.281 1.648 0.310 0.113
H 1.136 -2.443 0.222 0.295
H -0.457 -2.707 -0.335 0.214


Of them, arrangement w has the highest stability.


Arrangement w

10
Properties=species:S:1:pos:R:3:mulliken_charge:R:1 method="wB97M-V/def2-TZVPD" spin_multiplicity=1 smiles="NCC(=S)S" e_lumo_ev=-0.1
C 0.056 -0.756 0.053 -0.245
C -0.921 0.354 -0.036 0.126
H 2.065 -0.765 0.535 0.206
H 1.846 -0.111 -0.995 0.198
H -0.147 -1.331 1.049 0.299
H -0.131 -1.469 -0.783 0.258
H -1.383 2.492 0.320 0.147
N 1.399 -0.243 -0.057 -0.569
S -0.263 1.856 -0.024 -0.162
S -2.520 -0.028 -0.062 -0.258


Arrangement x

10
Properties=species:S:1:pos:R:3:mulliken_charge:R:1 method="wB97M-V/def2-TZVPD" spin_multiplicity=1 e_lumo_ev=0.6
C -0.411 -0.444 1.156 0.067
C 1.124 -0.353 -0.738 -0.260
N 0.647 -0.757 0.522 -0.375
S -0.924 -0.985 2.733 -0.195
S 0.150 0.871 -1.644 -0.164
H -1.381 0.486 0.417 0.121
H 2.173 -0.107 -0.508 0.304
H 0.982 -1.287 -1.240 0.289
H -2.157 -1.353 2.276 0.152
H -0.338 1.444 -0.646 0.061


Of them, arrangement w has the highest stability.